Entry 1:
Formula: C34H43Ge2IMnO2Sb2
Source: OMol25
Level of theory: the ωB97M-V functional and the def2-TZVPD basis

Last column: Löwdin spin population.
Geometry (Å):
Mn1 0.043 -0.506 -0.611  2.646
C1 3.967 -0.657 -2.139  -0.022
Sb1 2.613 -1.059 -0.560  -0.065
C2 2.756 -3.156 -0.309  -0.023
C3 3.567 -0.274 1.201  0.003
C4 3.573 -1.314 2.282  -0.001
C5 4.643 -2.204 2.346  0.000
C6 4.679 -3.223 3.283  -0.003
C7 3.626 -3.375 4.173  0.001
C8 2.565 -2.487 4.133  -0.004
C9 2.525 -1.444 3.206  0.000
C10 1.402 -0.456 3.303  -0.030
Sb2 -0.245 -0.804 1.969  -0.116
C11 -0.648 -2.862 2.243  -0.020
C12 -1.922 0.067 2.917  -0.019
H1 4.724 -1.440 -2.115  -0.003
H2 4.441 0.308 -1.969  0.000
H3 3.463 -0.664 -3.102  0.000
H4 3.809 -3.396 -0.168  -0.003
H5 2.377 -3.658 -1.196  0.000
H6 2.200 -3.465 0.574  0.000
H7 3.046 0.644 1.471  0.000
H8 4.579 -0.013 0.890  0.000
H9 5.476 -2.082 1.663  0.000
H10 5.532 -3.887 3.326  0.000
H11 3.644 -4.163 4.914  0.000
H12 1.767 -2.582 4.860  0.000
H13 1.714 0.581 3.185  0.000
H14 0.905 -0.547 4.271  -0.005
H15 -0.765 -3.026 3.314  -0.004
H16 0.171 -3.473 1.872  0.000
H17 -1.568 -3.125 1.722  0.000
H18 -1.940 -0.348 3.924  -0.004
H19 -2.828 -0.225 2.390  0.000
H20 -1.846 1.150 2.973  0.000
I1 -3.740 -7.617 0.576  -0.001
C13 -3.433 -5.649 0.013  -0.001
C14 -4.385 -4.678 0.321  0.000
C15 -4.168 -3.362 -0.042  0.000
C16 -2.990 -2.999 -0.696  0.000
C17 -2.048 -3.977 -1.020  0.001
C18 -2.274 -5.296 -0.679  0.000
C19 -2.766 -1.574 -0.983  0.013
O1 -3.611 -0.708 -1.027  0.001
O2 -1.472 -1.236 -1.173  -0.009
H21 -5.293 -4.957 0.836  0.000
H22 -4.910 -2.607 0.182  0.000
H23 -1.156 -3.709 -1.571  0.000
H24 -1.560 -6.060 -0.955  0.000
C20 -4.002 4.403 -1.779  0.000
Ge1 -4.591 2.575 -1.759  0.000
C21 -4.648 1.533 -3.361  0.000
C22 -5.222 1.837 -0.110  0.000
Ge2 0.641 1.722 -1.030  -0.185
C23 1.288 2.858 0.369  -0.036
C24 2.439 3.621 0.138  -0.008
C25 2.944 4.433 1.143  -0.002
C26 2.295 4.504 2.369  0.002
C27 1.136 3.769 2.599  -0.001
C28 0.642 2.939 1.606  -0.002
C29 0.815 2.454 -2.804  -0.057
C30 -0.248 3.116 -3.417  -0.011
C31 -0.089 3.667 -4.679  -0.001
C32 1.126 3.547 -5.341  -0.008
C33 2.186 2.883 -4.740  -0.002
C34 2.033 2.334 -3.476  -0.012
H25 -4.852 5.027 -1.484  0.000
H26 -3.657 4.720 -2.760  0.000
H27 -3.223 4.565 -1.031  0.000
H28 -5.678 1.563 -3.735  0.000
H29 -4.410 0.496 -3.127  0.000
H30 -3.995 1.931 -4.134  0.000
H31 -6.316 1.900 -0.124  0.000
H32 -4.865 2.400 0.749  0.000
H33 -4.948 0.786 -0.057  0.000
H34 2.939 3.594 -0.824  -0.001
H35 3.834 5.021 0.966  0.000
H36 2.688 5.144 3.148  0.000
H37 0.626 3.851 3.549  0.000
H38 -0.275 2.383 1.785  -0.002
H39 -1.204 3.224 -2.913  -0.001
H40 -0.908 4.195 -5.148  0.000
H41 1.247 3.974 -6.327  0.000
H42 3.132 2.793 -5.256  0.000
H43 2.879 1.830 -3.023  -0.001

Results
Total charge: +3
<S²>: 2.489
E_HOMO (alpha / beta) in Ha: -0.53949 / -0.53982
Relative energy (zero: lowest compared OMol25 entry of this formula, charge and spin) in kJ/mol: 19.0
2S+1: 3

Entry 2:
Formula: C34H43N6O4PV
Source: OMol25
Level of theory: the ωB97M-V functional and the def2-TZVPD basis

Last column: Löwdin spin population.
Geometry (Å):
V1 -0.903 -0.040 -0.035  1.954
N1 -0.154 3.119 -0.256  0.006
C1 -0.508 2.778 1.029  0.007
C2 -0.480 3.804 1.985  0.000
C3 -0.827 3.527 3.282  0.005
C4 -1.195 2.221 3.624  0.001
C5 -1.186 1.270 2.646  0.004
N2 -0.851 1.524 1.353  -0.001
C6 -0.358 2.544 -1.492  0.006
C7 -0.078 3.361 -2.594  0.000
C8 -0.364 2.918 -3.858  0.004
C9 -0.929 1.653 -4.018  0.001
C10 -1.126 0.887 -2.908  0.003
N3 -0.837 1.295 -1.638  0.002
H1 0.202 4.059 -0.324  0.000
H2 -0.208 4.807 1.684  0.000
H3 -0.821 4.311 4.026  0.000
H4 -1.472 1.959 4.635  0.000
H5 -1.433 0.243 2.874  0.000
H6 0.329 4.351 -2.433  0.000
H7 -0.171 3.551 -4.714  0.000
H8 -1.201 1.273 -4.992  0.000
H9 -1.550 -0.100 -2.988  0.000
C11 -1.283 -3.553 2.520  -0.001
C12 -2.587 -3.484 2.983  0.008
C13 -3.415 -2.463 2.536  -0.001
C14 -2.916 -1.526 1.648  0.005
N4 -1.637 -1.579 1.223  -0.004
C15 -0.845 -2.575 1.649  0.011
C16 -3.718 -0.432 1.056  0.002
C17 -5.046 -0.204 1.373  0.000
C18 -5.730 0.817 0.729  0.004
C19 -5.063 1.580 -0.214  -0.001
C20 -3.734 1.299 -0.474  0.004
N5 -3.069 0.312 0.136  -0.011
H10 -0.615 -4.344 2.827  0.000
H11 -2.967 -4.226 3.673  0.000
H12 -4.442 -2.419 2.867  0.000
H13 0.159 -2.599 1.247  0.002
H14 -5.551 -0.810 2.109  0.000
H15 -6.769 1.007 0.961  0.000
H16 -5.556 2.381 -0.746  0.000
H17 -3.184 1.876 -1.204  0.000
O1 2.175 0.833 -2.837  0.000
C21 2.626 -0.290 -3.608  0.000
C22 1.479 -1.273 -3.721  0.001
C23 1.026 -1.743 -2.334  0.004
C24 -0.335 -2.364 -2.320  0.003
C25 -0.577 -3.501 -3.085  -0.001
C26 -1.846 -4.035 -3.155  0.002
C27 -2.862 -3.403 -2.448  0.000
C28 -2.549 -2.301 -1.688  0.001
N6 -1.308 -1.776 -1.594  -0.005
H18 2.831 1.532 -2.921  0.000
H19 3.483 -0.759 -3.113  0.000
H20 2.941 0.027 -4.604  0.000
H21 1.798 -2.119 -4.332  0.000
H22 0.649 -0.797 -4.250  0.000
H23 1.028 -0.880 -1.674  0.002
H24 1.756 -2.454 -1.939  0.000
H25 0.242 -3.950 -3.630  0.000
H26 -2.046 -4.917 -3.750  0.000
H27 -3.882 -3.759 -2.483  0.000
H28 -3.332 -1.809 -1.135  0.000
C29 3.207 0.247 3.949  0.000
C30 1.880 0.564 3.312  0.000
O2 1.555 -0.360 2.221  -0.003
P1 1.607 -0.093 0.654  -0.007
O3 2.750 -1.002 0.081  -0.005
C31 3.227 -2.310 0.534  0.000
C32 4.586 -2.200 1.169  0.000
O4 2.110 1.371 0.387  -0.002
C33 3.520 1.788 0.407  -0.001
C34 3.553 3.287 0.289  0.000
H29 3.367 0.927 4.787  0.000
H30 4.036 0.377 3.255  0.000
H31 3.223 -0.771 4.336  0.000
H32 1.846 1.581 2.916  0.000
H33 1.068 0.444 4.026  0.000
H34 3.264 -2.914 -0.370  0.000
H35 2.492 -2.741 1.216  0.000
H36 5.286 -1.707 0.495  0.000
H37 4.966 -3.201 1.372  0.000
H38 4.545 -1.658 2.110  0.000
H39 4.015 1.291 -0.425  0.000
H40 3.969 1.443 1.339  0.000
H41 3.071 3.612 -0.634  0.000
H42 4.587 3.629 0.266  0.000
H43 3.062 3.760 1.140  0.000

Results
Total charge: +3
<S²>: 2.015
E_HOMO (alpha / beta) in Ha: -0.60434 / -0.60553
Relative energy (zero: lowest compared OMol25 entry of this formula, charge and spin) in kJ/mol: 31.9
2S+1: 3

Entry 3:
Formula: C34H44AsF12N2PSSiSnTe
Source: OMol25
Level of theory: the ωB97M-V functional and the def2-TZVPD basis

Last column: Löwdin charge in e.
Geometry (Å):
Sn1 -0.828 -1.245 0.323  1.445
C1 6.490 -0.623 -0.277  -0.171
Si1 5.305 -1.968 -0.900  0.560
C2 6.045 -3.687 -0.644  -0.175
C3 4.879 -1.701 -2.712  -0.197
C4 3.837 -1.882 0.325  -0.221
C5 3.997 -2.489 1.569  -0.056
C6 2.994 -2.445 2.526  -0.022
C7 1.806 -1.833 2.193  -0.122
N1 1.615 -1.240 1.009  -0.081
C8 2.617 -1.229 0.121  -0.561
S1 2.300 -0.350 -1.368  1.111
H1 7.505 -0.816 -0.632  0.029
H2 6.523 -0.579 0.813  0.028
H3 6.193 0.360 -0.648  0.024
H4 6.767 -3.909 -1.432  0.031
H5 5.269 -4.453 -0.680  0.042
H6 6.569 -3.775 0.309  0.027
H7 5.678 -2.098 -3.340  0.036
H8 4.760 -0.644 -2.943  0.013
H9 3.953 -2.211 -2.984  0.018
H10 4.930 -2.993 1.790  0.105
H11 3.128 -2.877 3.507  0.115
H12 0.973 -1.809 2.887  0.094
C9 0.261 1.184 3.712  -0.365
Te1 -0.847 1.579 1.899  1.420
C10 -2.437 1.778 3.348  -0.363
C11 -1.754 2.362 4.551  -0.299
C12 -2.396 3.207 5.443  -0.034
C13 -1.706 3.723 6.532  -0.081
C14 -0.383 3.373 6.749  -0.081
C15 0.262 2.523 5.861  -0.036
C16 -0.412 2.038 4.751  -0.294
H13 1.317 1.426 3.604  0.055
H14 0.160 0.126 3.954  0.052
H15 -2.829 0.784 3.560  0.059
H16 -3.244 2.406 2.976  0.061
H17 -3.431 3.483 5.281  0.115
H18 -2.205 4.407 7.206  0.103
H19 0.158 3.779 7.593  0.103
H20 1.297 2.249 6.025  0.114
F1 0.765 -3.149 -0.897  -0.223
P1 0.027 -3.306 -2.377  0.181
F2 1.460 -3.219 -3.082  -0.132
F3 -0.072 -1.654 -2.404  -0.243
F4 0.091 -4.881 -2.246  -0.100
F5 -1.406 -3.260 -1.565  -0.217
F6 -0.744 -3.368 -3.766  -0.112
F7 -0.910 -3.327 2.189  -0.327
As1 -2.246 -2.876 3.258  0.739
F8 -3.523 -2.258 4.225  -0.227
F9 -3.178 -2.596 1.801  -0.278
F10 -2.721 -4.495 3.444  -0.202
F11 -1.655 -1.181 3.002  -0.420
F12 -1.161 -2.916 4.602  -0.240
C17 3.064 2.253 0.576  -0.016
C18 2.078 2.211 -0.548  -0.293
C19 1.942 3.196 -1.445  0.001
C20 0.968 3.105 -2.522  -0.225
C21 1.001 4.197 -3.545  -0.031
C22 0.063 2.103 -2.569  0.032
C23 0.012 1.088 -1.538  -0.305
C24 1.231 0.992 -0.673  -0.484
N2 -0.932 0.271 -1.221  -0.090
C25 -2.254 0.204 -1.865  -0.421
C26 -2.996 1.541 -1.674  -0.069
C27 -4.413 1.442 -2.240  -0.280
C28 -4.347 1.083 -3.728  -0.112
C29 -3.655 -0.274 -3.896  -0.271
C30 -4.445 -1.344 -3.142  -0.100
C31 -4.480 -0.982 -1.656  -0.255
C32 -5.188 0.364 -1.480  -0.109
C33 -3.049 -0.886 -1.125  -0.189
C34 -2.224 -0.198 -3.350  -0.060
H21 3.693 3.137 0.494  0.090
H22 3.702 1.367 0.574  0.076
H23 2.532 2.282 1.531  0.076
H24 2.573 4.075 -1.399  0.125
H25 1.976 4.200 -4.035  0.095
H26 0.878 5.165 -3.056  0.093
H27 0.220 4.079 -4.293  0.083
H28 -0.653 2.094 -3.374  0.102
H29 0.946 0.600 0.302  -0.030
H30 -2.453 2.355 -2.155  0.115
H31 -3.034 1.768 -0.602  0.113
H32 -4.911 2.408 -2.117  0.141
H33 -3.796 1.857 -4.272  0.120
H34 -5.356 1.046 -4.148  0.121
H35 -3.610 -0.531 -4.957  0.145
H36 -3.974 -2.320 -3.285  0.129
H37 -5.465 -1.399 -3.530  0.124
H38 -5.019 -1.755 -1.102  0.151
H39 -5.245 0.631 -0.420  0.123
H40 -6.211 0.294 -1.859  0.124
H41 -2.550 -1.855 -1.264  0.066
H42 -3.077 -0.649 -0.050  0.075
H43 -1.652 0.508 -3.949  0.114
H44 -1.733 -1.171 -3.440  0.105

Results
E_HOMO in Ha: -0.31308
Relative energy (zero: lowest compared OMol25 entry of this formula, charge and spin) in kJ/mol: 0.0